# 1
Formula: C38H48BrIrN2O2P2
Source: OMol25
Level of theory: ωB97M-V/def2-TZVPD

ORCA input file:
```
! RIJCOSX wB97M-V def2-TZVPD def2/J DEFGRID3
* xyz 0 5
Ir -0.026 -0.629 -1.352
C 1.084 -0.216 4.403
C -0.194 0.442 3.872
C -1.295 0.405 4.930
P -0.568 -0.241 2.171
C -1.711 -1.696 2.320
C -0.996 -2.781 3.139
C -3.166 -1.563 2.765
C -1.572 1.141 1.468
C -2.776 1.633 1.978
C -3.467 2.686 1.391
C -4.771 3.177 1.959
C -2.915 3.278 0.256
C -1.700 2.853 -0.245
C -1.031 1.793 0.362
N 0.164 1.288 -0.205
C 1.284 2.029 -0.230
C 1.381 3.289 0.431
C 2.555 3.997 0.413
C 3.693 3.495 -0.232
C 4.987 4.252 -0.218
C 3.610 2.241 -0.853
C 2.452 1.494 -0.876
P 2.343 -0.175 -1.651
C 3.099 0.004 -3.336
C 4.626 0.072 -3.443
C 2.459 1.173 -4.089
C 3.564 -1.115 -0.650
C 3.210 -1.011 0.833
C 3.576 -2.568 -1.130
H 1.410 0.269 5.326
H 1.896 -0.160 3.678
H 0.915 -1.272 4.628
H 0.028 1.492 3.656
H -1.566 -0.618 5.187
H -2.200 0.927 4.619
H -0.939 0.886 5.847
H -1.713 -2.046 1.280
H -1.127 -2.617 4.209
H 0.075 -2.821 2.931
H -1.408 -3.764 2.901
H -3.250 -1.354 3.832
H -3.681 -2.509 2.576
H -3.709 -0.793 2.221
H -3.199 1.180 2.866
H -5.119 2.530 2.763
H -5.546 3.209 1.192
H -4.671 4.187 2.361
H -3.445 4.082 -0.243
H -1.279 3.306 -1.135
H 0.525 3.677 0.964
H 2.609 4.951 0.923
H 4.828 5.307 0.003
H 5.499 4.172 -1.177
H 5.659 3.851 0.545
H 4.503 1.841 -1.318
H 2.758 -0.918 -3.818
H 5.001 1.065 -3.188
H 4.916 -0.112 -4.480
H 5.146 -0.658 -2.827
H 2.731 2.126 -3.628
H 1.375 1.081 -4.120
H 2.829 1.185 -5.116
H 4.548 -0.662 -0.802
H 2.161 -1.252 1.014
H 3.379 -0.001 1.214
H 3.829 -1.699 1.415
H 2.576 -3.005 -1.071
H 4.243 -3.164 -0.504
H 3.915 -2.661 -2.163
O -1.545 0.390 -5.213
C -1.384 0.078 -4.046
O -0.264 -0.232 -3.490
C -2.611 0.032 -3.146
C -3.883 0.160 -3.685
C -4.975 0.079 -2.840
C -4.760 -0.126 -1.483
C -3.458 -0.239 -1.032
N -2.405 -0.156 -1.844
H -3.971 0.314 -4.751
H -5.981 0.168 -3.231
H -5.583 -0.204 -0.785
H -3.244 -0.400 0.017
Br -1.286 -7.281 -0.964
C -0.951 -5.412 -0.999
C -0.042 -4.866 -0.110
C 0.205 -3.498 -0.154
C -0.443 -2.648 -1.056
C -1.366 -3.246 -1.923
C -1.616 -4.615 -1.913
H 0.471 -5.499 0.602
H 0.923 -3.093 0.549
H -1.906 -2.639 -2.641
H -2.325 -5.052 -2.604
*
```

For the molar mass, the calculation gives 898.883 g mol⁻¹. As for the energy above the lowest of the compared OMol25 structures with the same formula, charge and spin: 0.233 eV. The expectation value of S² is 6.052. The value obtained for the HOMO-LUMO gap (spin up / spin down) is 6.0 / 5.2 eV.

These are the Mulliken partial charges, in e, on atoms 1 to 4: Ir 2.767; C -1.333; C 0.708; C -1.402

# 2
Formula: C38H49BCaF11N6O4S3
Source: OMol25
Level of theory: ωB97M-V/def2-TZVPD

ORCA input file:
```
! RIJCOSX wB97M-V def2-TZVPD def2/J DEFGRID3
* xyz -1 1
Ca 1.079 0.488 0.720
N -1.307 3.935 1.095
C -2.310 3.178 1.836
C -1.903 2.714 3.225
N -0.933 1.628 3.164
C -0.324 1.382 4.461
C 0.680 0.247 4.438
N 1.541 0.403 3.265
H -0.500 3.354 0.899
H -0.958 4.711 1.647
H -2.573 2.304 1.244
H -3.214 3.788 1.913
H -2.791 2.436 3.815
H -1.424 3.552 3.744
H -1.386 0.787 2.807
H -1.065 1.178 5.251
H 0.195 2.305 4.743
H 0.177 -0.718 4.382
H 1.245 0.268 5.376
H 2.393 -0.149 3.303
H 1.797 1.387 3.225
F 4.093 -6.240 4.747
C 3.854 -5.229 3.893
C 2.867 -4.298 4.155
F 2.137 -4.398 5.280
C 2.634 -3.263 3.265
F 1.659 -2.389 3.620
C 3.346 -3.079 2.083
S 3.115 -1.784 0.925
C 4.329 -4.052 1.857
F 5.082 -4.005 0.746
C 4.589 -5.095 2.727
F 5.553 -5.988 2.446
F 5.168 3.350 1.732
C 4.113 2.612 2.031
F 4.501 1.372 2.281
F 3.506 3.115 3.104
S 2.905 2.595 0.582
O 1.549 2.697 1.146
O 3.105 1.295 -0.043
N 3.333 3.720 -0.364
S 3.335 5.269 0.046
O 3.066 5.474 1.441
O 4.443 5.910 -0.582
C 1.846 5.879 -0.844
F 1.787 7.207 -0.703
F 0.740 5.343 -0.335
F 1.909 5.589 -2.138
C 0.602 2.883 -2.773
C -0.003 1.578 -3.296
C -0.726 1.807 -4.625
C 1.032 0.480 -3.446
C 2.185 0.727 -4.185
C 3.086 -0.291 -4.451
C 2.828 -1.572 -3.996
C 1.697 -1.859 -3.238
C 1.419 -3.287 -2.812
C 2.621 -3.964 -2.156
C 0.964 -4.109 -4.023
C 0.818 -0.811 -2.945
N -0.370 -1.051 -2.201
B -0.682 -0.632 -0.827
N -2.076 -1.111 -0.750
C -2.465 -1.744 -1.931
C -1.440 -1.709 -2.798
C -3.067 -0.746 0.198
C -3.209 -1.433 1.410
C -4.168 -0.973 2.313
C -5.000 0.093 2.014
C -4.900 0.704 0.776
C -3.935 0.303 -0.143
C -3.910 0.940 -1.524
C -5.108 0.449 -2.342
C -3.893 2.469 -1.497
C -2.440 -2.692 1.781
C -2.589 -3.813 0.752
C -0.970 -2.439 2.099
H -0.180 3.549 -2.403
H 1.146 3.417 -3.555
H 1.312 2.707 -1.960
H -0.748 1.240 -2.576
H -0.021 2.114 -5.401
H -1.480 2.591 -4.522
H -1.225 0.897 -4.962
H 2.372 1.724 -4.563
H 3.983 -0.088 -5.023
H 3.525 -2.369 -4.225
H 0.603 -3.264 -2.087
H 3.430 -4.116 -2.873
H 2.329 -4.948 -1.779
H 3.005 -3.388 -1.316
H 1.775 -4.194 -4.750
H 0.109 -3.659 -4.529
H 0.681 -5.118 -3.714
H -3.451 -2.157 -2.064
H -1.390 -2.089 -3.805
H -4.268 -1.482 3.265
H -5.735 0.431 2.734
H -5.577 1.508 0.517
H -3.001 0.613 -2.030
H -6.040 0.816 -1.906
H -5.158 -0.639 -2.371
H -5.046 0.814 -3.368
H -4.805 2.876 -1.054
H -3.833 2.849 -2.519
H -3.042 2.871 -0.947
H -2.911 -3.040 2.706
H -1.998 -3.614 -0.142
H -3.630 -3.946 0.449
H -2.238 -4.752 1.184
H -0.447 -2.008 1.245
H -0.465 -3.370 2.360
H -0.865 -1.759 2.947
*
```

For the molar mass, the calculation gives 1009.917 g mol⁻¹. As for the energy above the lowest of the compared OMol25 structures with the same formula, charge and spin: 0.737 eV. The value obtained for the HOMO-LUMO gap is 7.2 eV.

These are the Mulliken partial charges, in e, on atoms 1 to 4: Ca 0.379; N -0.312; C -0.098; C -0.988

# 3
Formula: C38H49Br2Cl3N4O7P2SScSi
Source: OMol25
Level of theory: ωB97M-V/def2-TZVPD

ORCA input file:
```
! RIJCOSX wB97M-V def2-TZVPD def2/J DEFGRID3
* xyz 1 1
Sc 0.358 0.615 1.046
Br 2.598 -1.519 5.086
C 1.448 -0.028 5.115
C 1.191 0.622 6.338
C 0.383 1.716 6.392
Br 0.061 2.548 8.059
C -0.202 2.235 5.209
C -1.017 3.380 5.138
C -1.488 3.803 3.922
C -1.151 3.083 2.774
N -0.409 1.994 2.791
C 0.067 1.564 3.998
C 0.888 0.398 3.935
O 1.069 -0.148 2.759
H 1.649 0.240 7.239
H -1.252 3.925 6.042
H -2.103 4.687 3.835
H -1.491 3.437 1.809
C 0.763 -4.576 3.175
C 0.787 -3.347 2.301
C 2.108 -3.127 1.608
O -0.227 -3.545 1.236
P -1.229 -2.471 0.729
O -0.981 -1.096 1.245
C -1.147 -2.545 -1.068
P 0.115 -1.474 -1.778
O 0.368 -0.243 -0.971
O -0.400 -0.974 -3.170
C -0.769 -1.687 -4.400
C -2.281 -1.710 -4.491
C -0.150 -3.065 -4.518
O 1.356 -2.399 -1.931
C 2.741 -1.848 -1.968
C 2.937 -0.995 -3.202
C 3.663 -3.035 -1.900
O -2.673 -3.010 0.995
C -3.073 -3.457 2.342
C -4.060 -4.580 2.133
C -3.639 -2.283 3.106
H 1.504 -4.460 3.965
H 1.010 -5.463 2.590
H -0.209 -4.724 3.644
H 0.509 -2.454 2.859
H 2.370 -4.006 1.016
H 2.891 -2.939 2.341
H 2.060 -2.253 0.957
H -2.120 -2.211 -1.434
H -0.986 -3.577 -1.379
H -0.366 -1.045 -5.182
H -2.707 -2.374 -3.736
H -2.584 -2.079 -5.470
H -2.692 -0.710 -4.362
H -0.524 -3.742 -3.748
H 0.934 -3.030 -4.458
H -0.428 -3.483 -5.485
H 2.848 -1.236 -1.072
H 2.780 -1.582 -4.109
H 3.957 -0.612 -3.208
H 2.264 -0.137 -3.206
H 3.548 -3.662 -2.785
H 3.464 -3.632 -1.011
H 4.691 -2.680 -1.848
H -2.178 -3.840 2.839
H -4.934 -4.213 1.595
H -4.383 -4.968 3.099
H -3.610 -5.394 1.566
H -4.514 -1.895 2.585
H -2.905 -1.481 3.195
H -3.935 -2.601 4.106
S 2.574 6.285 -2.157
C 1.857 4.881 -1.398
C 1.764 4.855 -0.007
C 1.243 3.742 0.614
N 0.810 2.654 -0.047
C 0.878 2.705 -1.387
C 1.366 3.778 -2.093
C 2.976 5.629 -3.760
C 2.350 6.114 -4.894
C 2.712 5.567 -6.121
N 3.615 4.602 -6.257
C 4.214 4.155 -5.154
C 3.940 4.639 -3.884
H 2.139 5.672 0.594
H 1.216 3.696 1.692
H 0.557 1.819 -1.919
H 1.399 3.729 -3.172
H 1.601 6.891 -4.832
H 2.245 5.922 -7.033
H 4.956 3.378 -5.291
H 4.455 4.248 -3.016
N -1.779 1.440 -0.045
C -3.061 0.811 0.073
C -3.817 0.982 1.224
C -5.067 0.388 1.322
C -5.554 -0.406 0.290
C -4.786 -0.589 -0.849
C -3.548 0.029 -0.964
H -1.859 2.442 0.080
H -1.420 1.300 -0.985
H -3.429 1.577 2.041
H -5.657 0.537 2.216
H -6.527 -0.870 0.372
H -5.162 -1.194 -1.665
H -2.967 -0.069 -1.877
Cl 3.546 2.177 2.385
Si 3.122 0.826 0.797
Cl 4.501 -0.721 1.145
Cl 4.034 1.780 -0.864
*
```

For the molar mass, the calculation gives 1107.055 g mol⁻¹. As for the energy above the lowest of the compared OMol25 structures with the same formula, charge and spin: 0.000 eV. The value obtained for the HOMO-LUMO gap is 7.1 eV.

These are the Mulliken partial charges, in e, on atoms 1 to 4: Sc -0.412; Br -0.139; C -0.370; C -0.372

# 4
Formula: C38H49ClF22N2O15
Source: OMol25
Level of theory: ωB97M-V/def2-TZVPD

ORCA input file:
```
! RIJCOSX wB97M-V def2-TZVPD def2/J DEFGRID3
* xyz 0 1
C 0.853 -1.027 3.078
C 1.890 -1.962 2.201
O 2.284 -1.297 0.914
C 1.420 -3.520 2.017
C -0.108 -3.732 1.464
Cl -0.150 -5.483 0.752
C -0.487 -2.751 0.164
N -0.732 -2.042 -0.911
C -1.257 -3.714 2.640
C -1.329 -5.281 3.220
N -1.274 -6.515 3.677
C -2.771 -3.361 2.121
C -3.096 -1.805 2.531
C -3.310 -0.785 1.266
F -4.406 -1.813 3.283
H 0.736 -1.581 4.129
H 1.443 -0.029 3.324
H -0.170 -0.809 2.554
H 2.902 -1.995 2.834
H 2.275 -0.304 1.153
H 1.515 -4.033 3.080
H 2.214 -4.082 1.329
H -1.002 -3.051 3.570
H -3.510 -4.033 2.775
H -2.995 -3.637 1.006
H -2.314 -1.330 3.261
H -4.200 -1.053 0.553
H -2.344 -0.624 0.625
H -3.568 0.280 1.738
C 3.757 -0.731 8.995
C 2.292 -0.641 9.382
O 1.631 0.379 8.618
C 1.224 0.018 7.357
O 1.398 -1.094 6.873
C 0.497 1.179 6.678
F 1.137 2.373 6.839
F -0.761 1.355 7.174
F 0.356 1.006 5.333
H 4.240 0.246 9.090
H 4.281 -1.450 9.631
H 3.871 -1.043 7.952
H 2.209 -0.353 10.435
H 1.784 -1.606 9.271
C -7.037 -5.070 -1.775
C -5.879 -4.427 -2.515
O -6.221 -3.094 -2.925
C -6.088 -2.117 -1.970
O -5.709 -2.327 -0.823
C -6.439 -0.748 -2.553
F -7.573 -0.768 -3.310
F -5.452 -0.270 -3.364
F -6.641 0.203 -1.598
H -7.947 -5.037 -2.383
H -6.811 -6.112 -1.533
H -7.257 -4.537 -0.845
H -5.666 -4.995 -3.427
H -4.963 -4.429 -1.913
C -3.307 -0.296 -5.709
C -3.376 0.073 -7.179
O -3.429 -1.107 -7.993
C -4.665 -1.688 -8.133
O -5.686 -1.260 -7.608
C -4.583 -2.902 -9.060
F -3.513 -3.704 -8.790
F -4.463 -2.538 -10.369
F -5.682 -3.703 -8.986
H -2.468 -0.974 -5.522
H -3.185 0.597 -5.090
H -4.214 -0.818 -5.390
H -2.468 0.616 -7.463
H -4.225 0.735 -7.390
C -7.807 -3.546 6.313
C -7.876 -3.176 4.843
O -7.929 -4.356 4.028
C -9.165 -4.937 3.888
O -10.186 -4.510 4.414
C -9.083 -6.151 2.962
F -8.013 -6.953 3.231
F -8.963 -5.787 1.652
F -10.182 -6.953 3.035
H -6.968 -4.224 6.499
H -7.685 -2.653 6.932
H -8.714 -4.068 6.631
H -6.968 -2.634 4.559
H -8.725 -2.515 4.631
C 3.076 1.036 -3.187
C 1.612 1.127 -2.800
O 0.951 2.147 -3.564
C 0.544 1.786 -4.825
O 0.718 0.673 -5.309
C -0.183 2.947 -5.504
F 0.457 4.141 -5.343
F -1.441 3.122 -5.008
F -0.324 2.774 -6.848
H 3.560 2.014 -3.092
H 3.601 0.318 -2.551
H 3.191 0.725 -4.229
H 1.529 1.415 -1.747
H 1.104 0.162 -2.911
C 8.088 5.550 -4.168
C 7.558 5.122 -2.812
O 6.704 3.976 -2.944
C 7.336 2.759 -3.025
O 8.553 2.616 -2.995
C 6.310 1.629 -3.114
F 5.299 1.898 -3.990
F 5.713 1.385 -1.912
F 6.853 0.447 -3.517
H 7.263 5.718 -4.868
H 8.674 6.470 -4.082
H 8.723 4.774 -4.606
H 6.948 5.926 -2.387
H 8.371 4.926 -2.103
C 11.790 8.630 0.049
C 10.735 8.410 1.117
O 9.443 8.812 0.639
C 8.775 7.897 -0.137
O 9.222 6.794 -0.432
C 7.401 8.435 -0.535
F 7.439 9.734 -0.949
F 6.516 8.394 0.502
F 6.828 7.733 -1.553
H 11.774 9.667 -0.299
H 12.787 8.401 0.436
H 11.604 7.998 -0.825
H 10.960 9.035 1.988
H 10.719 7.370 1.463
*
```

For the molar mass, the calculation gives 1227.218 g mol⁻¹. The SMILES is C[C@H](O)C[C@](Cl)(C#N)[C@H](C#N)C[C@@H](C)F.CCOC(=O)C(F)(F)F.CCOC(=O)C(F)(F)F.CCOC(=O)C(F)(F)F.CCOC(=O)C(F)(F)F.CCOC(=O)C(F)(F)F.CCOC(=O)C(F)(F)F.CCOC(=O)C(F)(F)F. The value obtained for the HOMO-LUMO gap is 10.6 eV.

These are the Mulliken partial charges, in e, on atoms 1 to 4: C -0.632; C 0.038; O -0.461; C -0.802